A 2-piece molecular cluster, CH3NO2S overall. Source: the OMol25 dataset; level of theory: the ωB97M-V functional and the def2-TZVPD basis.

orbital gap (spin up / spin down): 9.011 / 9.014 eV
HOMO (spin up / spin down): -9.672 / -9.675 eV
energy: -643.097003 hartree
energy relative to the best compared isomer or geometry (same formula, charge and spin): 570.2 kJ/mol

Structure (ORCA input):
```
! RIJCOSX wB97M-V def2-TZVPD def2/J DEFGRID3
* xyz 0 1
C 0.67817 0.36257 -0.43827
N 0.30580 0.53652 0.88592
O -1.37908 -1.42536 0.14558
O -1.96933 0.96573 -0.23402
S -0.98669 -0.07470 -0.06667
H 1.37175 1.03618 -0.97051
H 1.27233 -1.43328 -1.03439
H 0.70705 0.03234 1.71236
*
```